[1]
Molecular formula: H17O9
Method: DFT, ωB97M-V/def2-TZVPD

Cartesian coordinates (Å):
O  -1.655  0.388  -0.867
H  0.188  -2.565  -0.953
H  -3.526  0.018  1.431
H  2.476  0.273  1.814
O  -0.272  -2.648  -0.120
O  0.454  2.168  -3.336
H  -3.047  0.228  0.041
H  -0.070  1.381  -3.506
H  -0.415  -1.414  2.408
H  0.155  0.600  1.113
H  1.624  3.164  -0.516
O  -0.958  -2.179  2.680
H  1.184  -0.137  -0.552
O  0.227  -0.341  0.893
O  3.162  -0.390  1.683
H  -1.035  0.091  -0.140
H  0.767  1.968  -2.441
H  2.457  -0.764  -0.975
H  -0.322  -1.767  0.312
H  -1.784  -0.180  -1.623
H  -0.913  -2.819  1.964
O  -3.888  0.019  0.535
O  0.811  2.965  -0.041
H  0.165  3.604  -0.357
H  2.605  -1.143  1.928
O  1.610  -0.520  -1.373

For the total energy, the calculation gives -687.42339 a.u. For the energy relative to the best compared isomer or geometry (same formula, charge and spin), the calculation gives 18.0 kcal/mol. The value obtained for the gap between HOMO and LUMO is 9.053 eV. The calculation puts the HOMO energy at -0.2241 hartree. Its charge is -1. The calculation puts the maximum force at 1.49 eV/A.

***

[2]
Molecular formula: C8H15Br2N4O2
Method: DFT, ωB97M-V/def2-TZVPD

Cartesian coordinates (Å):
H  2.514  -3.088  -0.484
H  1.908  -2.029  0.883
H  -3.429  0.516  0.743
C  2.187  -2.080  -0.184
H  -3.595  -1.058  -0.887
C  -2.534  -0.848  -0.677
H  3.017  -1.359  -0.301
H  2.470  -0.382  -2.177
H  -1.256  2.413  2.713
N  1.511  1.094  -0.373
N  -0.419  2.175  2.192
O  0.501  -2.709  -1.898
H  2.525  0.998  -0.385
H  -1.978  -0.548  -1.580
C  -1.556  1.451  0.118
H  0.923  -0.591  -3.051
C  0.773  2.294  2.748
N  1.656  1.883  1.824
Br  -1.750  -0.781  2.080
C  -2.409  0.189  0.502
H  -1.338  1.431  -0.953
C  0.985  -1.634  -1.088
H  -2.105  -1.809  -0.343
N  -0.391  1.687  0.949
Br  -2.736  3.040  0.370
O  0.833  0.760  -1.511
H  0.161  -1.335  -0.405
H  0.939  2.669  3.755
C  1.374  -0.473  -2.054
C  0.950  1.529  0.733
H  0.270  -3.405  -1.261

For the total energy, the calculation gives -5831.02188 a.u. For the energy relative to the best compared isomer or geometry (same formula, charge and spin), the calculation gives 0.0 kcal/mol. The value obtained for the gap between HOMO and LUMO is 9.691 eV. The calculation puts the HOMO energy at -0.4808 hartree. Its charge is +1. The calculation puts the maximum force at 4.12 eV/A. As for the SMILES: C[C@H](O)CONc1nc[nH][n+]1[C@H](Br)[C@@H](C)Br.

***

[3]
Molecular formula: C19H22N2O3S
Method: DFT, ωB97M-V/def2-TZVPD

Cartesian coordinates (Å):
H  -0.788  2.004  -0.910
H  -2.881  -1.413  -3.691
H  0.503  0.154  2.422
C  -1.027  2.695  2.082
H  1.197  -2.771  -4.336
O  -3.359  -1.218  3.610
S  -2.507  -1.000  2.445
C  3.192  0.602  -0.895
H  3.105  1.402  -0.161
C  2.131  -0.821  -2.489
H  5.372  0.395  -0.860
C  3.316  -1.473  -2.802
H  -0.557  -2.021  1.483
C  4.461  -1.032  -2.183
H  -0.505  -0.235  0.306
H  -0.047  3.120  1.752
H  -1.351  3.355  4.068
C  -0.895  -2.242  -4.119
N  -1.574  0.451  2.679
H  -0.063  2.170  3.946
N  0.728  0.602  -1.507
C  -1.041  2.466  3.569
C  0.845  -1.099  -2.973
H  -3.027  1.639  3.635
C  0.139  1.545  -0.556
C  2.054  0.199  -1.564
H  -1.737  -3.216  2.151
H  5.404  -1.520  -2.357
C  -1.218  -2.258  2.301
C  -0.154  0.690  0.692
H  -2.196  1.331  0.858
H  -0.714  -2.291  3.255
C  -2.008  1.301  3.768
C  -1.391  -0.369  -2.612
H  -2.160  0.313  -2.194
H  -1.802  3.415  1.752
C  4.426  0.046  -1.293
H  0.820  2.383  -0.339
O  0.924  0.460  1.584
C  -1.818  -1.369  -3.461
C  -1.310  1.282  1.496
O  -3.261  -0.917  1.178
C  0.469  -2.087  -3.864
H  -1.876  0.898  4.791
H  -1.211  -3.043  -4.809
C  -0.023  -0.238  -2.330
H  3.415  -2.283  -3.517

For the total energy, the calculation gives -1470.61642 a.u. For the energy relative to the best compared isomer or geometry (same formula, charge and spin), the calculation gives 55.0 kcal/mol. The value obtained for the gap between HOMO and LUMO is 8.399 eV. The calculation puts the HOMO energy at -0.2874 hartree. Its charge is 0. The calculation puts the maximum force at 2.61 eV/A. As for the SMILES: CS(=O)(=O)N1CCC[C@H]1[C@H](O)Cn1c2ccccc2c2ccccc21.

***

[4]
Molecular formula: C50H42F2N8O3SiTi
Method: DFT, ωB97M-V/def2-TZVPD

Cartesian coordinates (Å):
C  -2.513  1.792  -1.130
H  -5.945  -2.494  0.562
N  0.671  2.289  0.854
H  3.045  3.644  2.592
C  -0.131  -3.646  2.344
H  -2.131  -7.064  -1.745
C  1.350  -2.100  0.979
H  -3.535  -2.379  0.091
H  4.662  0.580  5.423
Si  -1.876  -2.057  -2.289
H  2.259  -1.079  -2.378
H  -5.300  1.441  2.326
C  -3.756  -2.212  -2.043
H  -1.539  0.115  -7.668
C  -1.593  -0.308  -6.671
H  0.780  -3.243  -2.904
H  -3.445  1.187  6.147
C  2.303  3.445  1.837
N  -2.195  1.306  0.059
C  -1.188  -2.129  -5.144
C  -4.129  2.354  0.249
H  0.339  3.539  -0.767
N  1.371  -0.754  0.585
C  1.550  1.299  2.878
H  1.676  -5.524  -2.969
C  3.705  -1.046  -0.022
H  -3.034  -4.781  -1.691
H  -0.711  -2.181  -7.238
F  -3.549  -3.372  3.414
N  1.590  0.532  -3.279
C  -5.605  -2.405  -0.464
C  -1.974  1.094  3.047
C  -2.001  -4.931  -1.983
N  1.552  2.324  1.876
C  -2.124  0.435  -5.623
Ti  -0.420  0.223  0.375
C  -1.128  -1.593  -6.428
C  -0.173  -6.449  -2.378
H  0.226  -7.456  -2.403
C  -1.317  -3.972  2.975
C  4.098  -0.322  5.171
C  1.904  4.165  0.741
H  -4.974  2.764  0.771
H  -0.439  -1.012  4.285
C  -4.243  -2.340  -0.733
C  -2.354  -3.076  2.812
C  -1.494  -6.228  -2.012
H  -2.617  0.474  -3.545
C  -3.748  2.457  -1.065
H  -4.363  -2.064  -4.102
C  -4.565  1.278  4.319
C  2.435  -2.925  0.785
C  -4.411  1.370  2.944
H  1.657  -1.519  5.472
C  3.645  -2.433  0.266
C  -2.229  -1.922  2.079
C  -1.022  -1.588  1.436
H  -6.774  -2.183  -3.635
H  0.653  -0.958  -2.385
C  0.638  -5.366  -2.699
H  -4.279  2.949  -1.861
H  1.535  0.722  -4.267
O  0.705  2.607  -2.977
H  4.732  -0.936  4.524
H  4.495  -3.085  0.110
C  -2.185  -0.114  -4.348
C  -2.154  1.120  4.460
H  2.609  0.768  -0.141
H  -6.320  0.204  5.004
H  -1.274  1.056  5.082
N  1.477  -0.853  -2.985
H  2.300  5.104  0.395
C  0.059  -2.498  1.584
C  0.879  3.386  0.155
H  -7.586  -2.387  -1.305
C  0.367  0.604  3.151
C  2.732  1.014  3.531
N  -0.796  0.912  2.426
O  0.306  0.986  -1.476
H  -3.106  -1.284  2.013
C  -6.065  -2.229  -2.815
C  0.126  -4.076  -2.664
H  -5.895  1.605  5.982
C  -6.522  -2.346  -1.508
C  -5.929  1.226  4.958
C  -3.389  1.202  5.062
O  -1.182  -1.155  -1.206
H  -1.824  1.659  -1.947
C  0.447  -0.415  4.101
H  3.635  1.546  3.249
C  -1.714  -1.404  -4.071
C  1.631  -0.698  4.761
C  -3.174  1.351  2.322
N  -3.183  1.648  0.903
C  -4.698  -2.161  -3.074
H  2.342  -3.970  1.035
H  -1.414  -4.872  3.565
C  0.816  1.445  -2.544
F  0.895  -4.526  2.556
H  -6.656  1.826  4.405
C  2.794  0.012  4.494
H  3.928  -0.881  6.093
H  -0.813  -3.133  -4.979
H  4.608  -0.584  -0.407
H  -2.485  1.441  -5.797
C  -1.208  -3.828  -2.314
C  2.592  -0.280  0.134

For the total energy, the calculation gives -3933.22613 a.u. The value obtained for the gap between HOMO and LUMO (spin up / spin down) is 3.676 / 6.170 eV. The calculation puts the HOMO energy (spin up / spin down) at 0.0218 / -0.0699 hartree. Its charge is -2. As for the expectation value of S²: 2.02. The multiplicity is 3. The calculation puts the maximum force at 1.46 eV/A.

***

[5]
Molecular formula: C3H3N3
Method: DFT, ωB97M-V/def2-TZVPD

Cartesian coordinates (Å):
C  1.670  -0.038  -0.008
N  -2.572  0.273  0.063
C  0.282  -0.263  -0.397
H  2.073  -0.840  0.550
H  1.677  0.948  0.485
N  -1.943  -0.891  0.103
C  -2.781  1.419  -0.001
N  -0.698  -0.755  0.007
H  2.292  0.147  -0.800

For the total energy, the calculation gives -280.17815 a.u. For the energy relative to the best compared isomer or geometry (same formula, charge and spin), the calculation gives 127.2 kcal/mol. The value obtained for the gap between HOMO and LUMO (spin up / spin down) is 8.470 / 8.470 eV. The calculation puts the HOMO energy (spin up / spin down) at -0.3268 / -0.3268 hartree. Its charge is 0. The calculation puts the maximum force at 2.75 eV/A.

***

[6]
Molecular formula: C16H30BN2O13
Method: DFT, ωB97M-V/def2-TZVPD

Cartesian coordinates (Å):
H  -0.497  -0.211  -4.290
H  -5.828  -0.365  -9.024
H  -0.960  2.938  7.027
C  2.310  -2.482  -2.992
H  -5.127  -1.034  -7.546
H  -3.876  1.133  -9.304
H  2.029  2.210  11.885
C  -2.455  -0.338  -6.839
H  1.641  0.241  1.681
C  2.089  1.827  -4.761
H  1.604  3.476  10.715
O  1.527  0.747  -4.004
H  0.311  -4.095  2.581
O  -2.644  -1.512  -7.024
H  0.101  -1.578  -0.226
H  -1.964  -1.199  -4.350
H  -2.330  1.264  8.327
H  1.457  2.686  -4.547
O  -0.718  0.370  2.556
O  0.132  -0.415  4.488
O  -0.849  2.831  9.668
C  -1.167  -0.754  -4.944
C  -0.224  -3.373  1.954
H  3.091  2.052  -4.397
H  1.721  -2.234  3.259
H  1.708  -3.076  -2.312
C  1.568  -0.324  2.608
C  0.191  -0.089  3.287
H  2.726  0.692  -6.486
C  -3.802  0.259  -8.658
C  1.237  2.602  11.253
H  -0.986  -2.883  2.562
H  3.294  -2.333  -2.554
O  -0.335  0.837  8.726
H  2.433  2.406  -6.804
H  -0.189  1.608  6.157
C  -1.104  1.920  6.662
O  -1.714  0.195  -5.873
C  -1.426  0.971  7.789
H  1.071  1.290  -6.580
H  -1.584  -0.028  7.389
O  3.429  -0.449  -4.283
C  2.310  -0.326  -3.855
O  0.915  -1.999  0.075
C  3.786  -0.007  3.188
C  2.082  1.537  -6.248
O  -2.950  0.661  -7.578
C  -0.171  1.839  9.571
H  -1.913  1.925  5.933
H  -0.694  -3.936  1.145
H  -3.325  -0.537  -9.230
B  0.848  -2.322  1.429
H  -0.609  -1.530  -5.464
H  0.383  2.879  11.870
H  2.396  -2.994  -3.950
H  -5.625  0.653  -7.585
O  4.918  -0.250  3.005
O  1.629  -1.235  -3.163
N  1.772  -1.744  2.371
N  2.640  0.186  3.548
O  0.896  1.565  10.339
C  -5.178  -0.147  -8.176

For the total energy, the calculation gives -1740.35905 a.u. For the energy relative to the best compared isomer or geometry (same formula, charge and spin), the calculation gives 0.0 kcal/mol. The value obtained for the gap between HOMO and LUMO is 7.143 eV. The calculation puts the HOMO energy at -0.1830 hartree. Its charge is -1. The calculation puts the maximum force at 1.38 eV/A.

***

Question: Among the records above, which one has the lowest charge?
Answer: C50H42F2N8O3SiTi